The following is a quantum chemistry calculation of one molecule with the formula C21H24N2O4, from the OMol25 dataset.

Results
spin multiplicity: 1
frontier orbital gap: 8.8 eV
ΔE to the lowest compared entry with this formula, charge and spin: 36.5 kcal/mol
LUMO level: 0.597 eV
maximum force: 0.79 eV/Å
total charge: 0

Each line ends with the natural charge from an NBO analysis.
CARTESIAN COORDINATES (ANGSTROEM)
C  -0.58079  0.04959  5.29625  -0.609
C  0.69361  0.82418  5.60929  -0.414
C  1.93625  0.12996  5.05357  -0.080
H  1.98283  -0.90813  5.39886  0.209
H  2.84209  0.66248  5.35739  0.187
O  1.92521  0.14181  3.62890  -0.519
C  1.63293  -1.00589  2.99782  0.794
O  1.45116  -2.05790  3.56222  -0.607
C  1.55137  -0.82613  1.53168  -0.207
C  1.03882  -1.86948  0.76094  -0.129
C  0.88505  -1.71993  -0.59630  -0.287
C  1.24465  -0.51988  -1.21380  0.418
C  1.81049  0.50167  -0.45900  -0.330
C  1.94715  0.35045  0.90697  -0.127
H  2.36574  1.15134  1.49517  0.231
H  2.14173  1.41893  -0.92069  0.220
O  1.00442  -0.46281  -2.55325  -0.550
C  1.06395  0.76442  -3.25603  -0.099
C  -0.03720  0.71423  -4.33259  0.078
O  -0.03028  -0.53350  -4.97178  -0.714
H  0.22055  -1.19279  -4.30849  0.485
C  -1.43684  1.05749  -3.74820  -0.233
N  -1.70244  0.47663  -2.46281  -0.387
C  -2.18117  -0.78256  -2.18687  0.417
N  -2.23903  -1.03834  -0.91374  -0.490
C  -1.78362  0.08664  -0.27679  0.166
C  -1.62598  0.35486  1.07684  -0.214
C  -1.14667  1.59781  1.43255  -0.233
C  -0.83919  2.56401  0.47470  -0.218
C  -0.98451  2.31653  -0.87612  -0.260
C  -1.44631  1.06282  -1.24318  0.089
H  -0.75278  3.07949  -1.60731  0.209
H  -0.47946  3.52989  0.79744  0.212
H  -1.00912  1.83952  2.47581  0.213
H  -1.87641  -0.39337  1.81135  0.225
C  -2.64598  -1.71606  -3.24178  -0.674
H  -1.95577  -1.75743  -4.08066  0.233
H  -2.75649  -2.70397  -2.80536  0.249
H  -3.61929  -1.39377  -3.61513  0.230
H  -1.51764  2.14353  -3.65278  0.212
H  -2.18699  0.71415  -4.46573  0.227
H  0.17874  1.45872  -5.10838  0.186
H  2.04738  0.85685  -3.73453  0.194
H  0.90036  1.61936  -2.59760  0.197
H  0.46186  -2.50710  -1.19939  0.227
H  0.74654  -2.78383  1.25304  0.239
H  0.63237  1.82711  5.18151  0.201
H  0.81629  0.92025  6.68954  0.207
H  -0.52897  -0.95296  5.71442  0.213
H  -1.44673  0.55801  5.71383  0.210
H  -0.71953  -0.03856  4.22089  0.203